Record 1
One molecule with the formula C2H2ClIO2S at a distorted geometry. Source: OMol25; level of theory: the ωB97M-V functional and the def2-TZVPD basis.

## Properties
E_LUMO   -0.60 eV
HOMO   -9.4 eV
Spin multiplicity   1
Kohn-Sham gap   0.32418 hartree

The geometry in XYZ format:
```
9
C2H2ClIO2S, DFT the ωB97M-V functional and the def2-TZVPD basis
C 0.86595 -0.57111 1.05483
C -1.84376 0.89975 -0.48789
O 1.16643 -0.62573 -0.25618
O -1.55269 1.57493 -1.49623
S -0.11355 0.40782 -1.06532
Cl -0.34535 -0.92114 -2.56274
I -0.40394 1.16956 1.68304
H 1.78390 -0.44530 1.72667
H 0.44301 -1.48878 1.40383
```

Record 2
A 2-piece molecular cluster, C2H2ClN overall at a distorted geometry. Source: OMol25; level of theory: the ωB97M-V functional and the def2-TZVPD basis.

## Properties
E_LUMO (alpha / beta)   0.44 / -0.55 eV
HOMO (alpha / beta)   -9.8 / -7.6 eV
Spin multiplicity   1
Kohn-Sham gap (alpha / beta)   0.37638 / 0.26026 hartree

The geometry in XYZ format:
```
6
C2H2ClN, DFT the ωB97M-V functional and the def2-TZVPD basis
C 2.25861 -0.27120 -0.82955
C -1.38462 0.01746 0.07190
N -0.29502 0.32460 -0.36232
Cl 3.06000 0.16460 0.46103
H -2.29896 0.47762 -0.29033
H -1.34002 -0.71307 0.94928
```

Record 3
A 2-piece molecular cluster, C2H2ClN overall at a distorted geometry. Source: OMol25; level of theory: the ωB97M-V functional and the def2-TZVPD basis.

## Properties
E_LUMO (alpha / beta)   -0.54 / -1.90 eV
HOMO (alpha / beta)   -9.6 / -9.5 eV
Spin multiplicity   1
Kohn-Sham gap (alpha / beta)   0.33246 / 0.27870 hartree

The geometry in XYZ format:
```
6
C2H2ClN, DFT the ωB97M-V functional and the def2-TZVPD basis
C 1.14881 0.91927 -0.04964
C 0.07820 0.38086 0.16696
N -0.82784 -0.47470 0.47221
Cl -2.34745 -0.14476 -0.24965
H 2.09480 1.35368 0.06367
H -0.14651 -2.03436 -0.40354
```

Record 4
C2H2ClN2O2 as an isolated structure at a distorted geometry. Source: OMol25; level of theory: the ωB97M-V functional and the def2-TZVPD basis.

## Properties
E_LUMO   3.90 eV
Charge   -1
HOMO   -3.5 eV
Spin multiplicity   1
Kohn-Sham gap   0.27140 hartree

The geometry in XYZ format:
```
9
C2H2ClN2O2, DFT the ωB97M-V functional and the def2-TZVPD basis
C 1.89000 1.47824 0.01294
C 1.02382 -0.21033 -0.27037
N -0.89715 -0.47480 0.91812
N 0.37112 -0.35599 0.96398
O 2.63966 1.42397 0.96294
O 1.49886 2.12735 -0.88552
Cl 2.45977 -1.17232 -0.18671
H 0.59791 -0.13632 -1.19766
H -1.19316 -0.64287 1.82157
```

Record 5
A 2-piece molecular cluster, C2H2ClNO overall at a distorted geometry. Source: OMol25; level of theory: the ωB97M-V functional and the def2-TZVPD basis.

## Properties
E_LUMO   -1.07 eV
HOMO   -11.1 eV
Spin multiplicity   1
Kohn-Sham gap   0.36797 hartree

The geometry in XYZ format:
```
7
C2H2ClNO, DFT the ωB97M-V functional and the def2-TZVPD basis
C 0.98413 0.56110 -0.32864
C -0.05434 0.28016 0.59727
N 1.79390 0.80308 -1.08105
O -1.26621 -0.42687 -0.78370
Cl 0.03444 -1.00058 1.72791
H -0.63360 1.09829 0.80231
H -0.85833 -1.31518 -0.93410
```

Record 6
A 2-piece molecular cluster, C2H2ClNO2 overall at a distorted geometry. Source: OMol25; level of theory: the ωB97M-V functional and the def2-TZVPD basis.

## Properties
E_LUMO   0.20 eV
HOMO   -9.9 eV
Spin multiplicity   1
SMILES   C#[N+][O-].O=CCl
Kohn-Sham gap   0.37128 hartree

The geometry in XYZ format:
```
8
C2H2ClNO2, DFT the ωB97M-V functional and the def2-TZVPD basis
C -2.17810 -0.37460 -0.10457
C 1.54735 0.82986 0.20819
N 2.57093 0.30577 0.10589
O -1.64102 0.66968 0.12654
O 3.60319 -0.23624 0.11099
Cl -1.36341 -1.87324 0.15909
H 0.71635 1.35719 -0.17008
H -3.25530 -0.67842 -0.43606
```